Formula: C5H5NO2
Source: the OMol25 dataset
Level of theory: ωB97M-V/def2-TZVPD

Last columns: bonded neighbours and bond lengths (Å).
Cartesian coordinates (Å):
1 C -0.312 -0.205 0.052  C2 1.463, C4 1.370, N8 1.368
2 C 1.131 -0.087 -0.160  C1 1.463, C5 1.333, O7 1.354
3 C -2.191 -1.126 0.283  O6 1.339, N8 1.284, H10 1.077
4 C -1.252 0.779 0.208  C1 1.370, O6 1.345, H11 1.073
5 C 1.765 1.087 -0.162  C2 1.333, H12 1.070, H13 1.071
6 O -2.449 0.186 0.365  C3 1.339, C4 1.345
7 O 1.747 -1.278 -0.346  C2 1.354, H9 0.974
8 N -0.955 -1.412 0.087  C1 1.368, C3 1.284
9 H 2.682 -1.127 -0.571  O7 0.974
10 H -3.007 -1.825 0.352  C3 1.077
11 H -1.216 1.851 0.234  C4 1.073
12 H 2.820 1.149 -0.326  C5 1.070
13 H 1.238 2.007 -0.014  C5 1.071

Results
SMILES string: C=C(O)c1cocn1
Total energy: -10849.864 eV
HOMO level: -8.516 eV
Relative energy (zero: lowest compared OMol25 entry of this formula, charge and spin): 1.451 eV
Spin multiplicity: 1
HOMO-LUMO gap: 9.4 eV